{
  "formula": "C2H7NO2",
  "method": "the ωB97M-V functional and the def2-TZVPD basis",
  "symbols": ["C", "C", "N", "O", "O", "H", "H", "H", "H", "H", "H", "H"],
  "coordinates": [[0.21254, -0.26598, 0.02288], [1.28060, 0.80995, -0.09172], [-0.47617, -0.33229, 1.17650], [-2.19268, 0.00351, 0.06529], [0.58131, -1.50654, -0.54001], [-0.95812, 0.15120, -0.48844], [0.61593, -1.42753, -1.49942], [-0.83820, -1.27545, 1.32747], [-2.86255, 0.62374, 0.39459], [2.21143, 0.46444, 0.36033], [1.47222, 1.03698, -1.14153], [0.95370, 1.71797, 0.41407]],
  "atomic_forces_ev_per_a": [[0.88, -0.79, 1.77], [-0.24, 0.14, -0.24], [0.94, 0.09, -1.25], [0.56, -0.30, -0.27], [-0.30, 0.28, -0.13], [-2.00, 0.39, 0.84], [0.02, 0.00, 0.02], [0.01, 0.00, -0.10], [0.16, 0.28, -0.64], [-0.08, -0.07, -0.01], [0.04, 0.04, 0.05], [-0.01, -0.07, -0.05]],
  "relative_energy_ev": 5.3424,
  "e_lumo_ev": [-0.7, -0.7],
  "energy_ha": -285.47548,
  "orbital_gap_ev": [8.45, 8.45]
}



{
  "formula": "C31H53BrCl2FINO11PS",
  "method": "the ωB97M-V functional and the def2-TZVPD basis",
  "symbols": ["C", "C", "C", "C", "N", "C", "C", "F", "C", "C", "C", "C", "C", "C", "O", "C", "C", "O", "C", "C", "C", "O", "C", "C", "C", "I", "O", "C", "Cl", "Cl", "C", "C", "O", "Br", "P", "O", "O", "S", "H", "H", "H", "H", "H", "H", "H", "H", "H", "H", "H", "H", "H", "H", "H", "H", "H", "H", "H", "H", "H", "H", "H", "H", "H", "H", "H", "H", "H", "H", "H", "H", "H", "H", "H", "H", "H", "H", "H", "H", "H", "O", "C", "C", "C", "C", "O", "H", "H", "H", "H", "H", "H", "O", "C", "C", "C", "C", "O", "H", "H", "H", "H", "H", "H"],
  "coordinates": [[-2.58048, -0.01007, 2.62453], [-1.58910, 0.95409, 3.27021], [-0.13102, 0.55945, 3.05179], [0.40061, 1.09503, 1.71708], [1.53854, 0.34848, 1.18405], [2.80745, 0.96504, 1.53209], [2.94029, 1.18774, 3.03219], [4.29181, 1.47139, 3.26967], [1.35060, -0.28370, -0.13280], [-0.02565, -1.01868, -0.06998], [-1.30265, -0.60078, -0.80607], [-1.33528, -0.98553, -2.29586], [-1.84667, 0.07722, -3.25806], [-2.25414, -0.53330, -4.60325], [-1.42609, -0.02971, -5.66437], [-0.40254, -0.81536, -6.06615], [0.77651, -0.00734, -6.48763], [-0.45401, -2.04500, -6.08982], [2.42903, -1.44104, -0.40148], [3.86775, -0.95332, -0.72352], [5.07762, -1.63212, -0.07170], [6.24768, -1.33591, -0.83686], [2.39176, -2.51701, 0.67438], [2.82104, -2.12054, 2.08847], [2.93396, -3.32226, 3.03073], [1.16065, -3.56205, 4.21255], [1.95864, -1.92054, -1.72799], [2.06674, -3.12880, -2.32431], [3.72729, -3.82262, -2.28736], [1.79618, -2.68937, -4.09054], [0.98819, -4.20025, -2.08708], [1.19724, -5.31206, -1.09268], [2.11437, -6.09523, -1.01904], [-0.38035, -5.55772, 0.06278], [1.39649, 1.04407, -1.47976], [2.86784, 1.69022, -1.45473], [1.43093, 0.36720, -2.92120], [0.06895, 2.44684, -1.35301], [-2.59282, 0.10667, 1.54273], [-3.58534, 0.22300, 2.96114], [-2.35703, -1.04826, 2.85799], [-1.80614, 1.02554, 4.33383], [-1.74121, 1.94029, 2.82722], [0.45604, 0.96216, 3.87827], [-0.00739, -0.52297, 3.09941], [0.64535, 2.15131, 1.85258], [-0.42984, 1.12156, 1.01973], [2.96423, 1.94066, 1.06157], [3.65045, 0.32764, 1.30606], [2.35867, 2.02918, 3.39576], [2.69488, 0.28170, 3.58187], [0.10327, -2.04304, -0.39705], [-0.26050, -1.12031, 0.98780], [-1.63318, 0.41783, -0.63689], [-2.06799, -1.21699, -0.33077], [-1.99919, -1.84589, -2.40031], [-0.35580, -1.34149, -2.61279], [-1.08978, 0.82084, -3.48357], [-2.72413, 0.55453, -2.82733], [-2.22098, -1.61852, -4.59233], [-3.27067, -0.24868, -4.86044], [1.16889, 0.54688, -5.63833], [0.50677, 0.71190, -7.25578], [1.54247, -0.67061, -6.87575], [4.01865, -1.04593, -1.79614], [3.99428, 0.09279, -0.50704], [5.28939, -1.19029, 0.89761], [4.98077, -2.71089, 0.00562], [6.19817, -1.84487, -1.64749], [3.03375, -3.34449, 0.37351], [1.40128, -2.95464, 0.75582], [3.78339, -1.61685, 2.09944], [2.09767, -1.44368, 2.52465], [3.69440, -3.14049, 3.77821], [3.12266, -4.25728, 2.51621], [0.85746, -4.72175, -3.03350], [0.03995, -3.71602, -1.88274], [2.80882, 2.50524, -0.94619], [2.31284, 0.04601, -3.14260], [-1.67316, 5.50760, -1.57277], [-0.75729, 6.25704, -1.44280], [-0.24529, 7.29587, -2.42605], [1.14371, 7.62620, -1.87977], [0.95947, 7.35772, -0.38921], [-0.00871, 6.30043, -0.31120], [-0.91806, 8.15399, -2.39428], [-0.23176, 6.88515, -3.43076], [1.48301, 8.63765, -2.09183], [1.87531, 6.93074, -2.29193], [0.56381, 8.22663, 0.14161], [1.86880, 7.02786, 0.10681], [-5.21294, -1.62662, 2.89009], [-6.12737, -1.42602, 3.62917], [-6.63150, -2.29900, 4.76528], [-8.01696, -1.71759, 5.05001], [-7.83171, -0.26186, 4.63221], [-6.86978, -0.29534, 3.56440], [-5.95192, -2.18201, 5.61069], [-6.64918, -3.34037, 4.45930], [-8.34793, -1.82572, 6.08025], [-8.75574, -2.19515, 4.40607], [-7.42655, 0.35223, 5.43919], [-8.74098, 0.20230, 4.26023]],
  "atomic_forces_ev_per_a": [[0.03, 0.47, -0.04], [0.00, -0.30, -0.29], [0.15, 0.19, 0.26], [-0.57, 0.02, 0.39], [0.32, 0.23, -0.36], [-0.21, 0.16, 0.43], [0.32, -0.12, -0.11], [-0.17, 0.05, 0.02], [0.08, -0.32, -0.13], [-0.38, -0.11, 0.02], [-0.32, -0.33, 0.00], [0.07, -0.09, 0.02], [-0.10, -0.46, -0.39], [-0.54, 0.02, -0.05], [0.63, -0.15, 0.16], [-0.57, -1.86, -0.08], [0.31, -0.11, -0.30], [0.12, 2.09, 0.23], [0.37, 0.40, -0.43], [0.40, -0.06, 0.42], [0.39, 0.19, -0.48], [-0.12, 0.10, 0.23], [-0.06, -0.52, 0.30], [-0.11, -0.29, 0.32], [-0.05, 0.35, -0.06], [-0.10, -0.18, -0.14], [-0.53, -0.44, 0.87], [0.31, 0.27, -1.17], [0.08, -0.11, 0.27], [0.02, -0.02, 0.19], [-0.10, -0.07, 0.24], [1.73, -1.81, 0.49], [-1.93, 1.89, -0.11], [0.24, 0.08, -0.04], [-0.85, 0.68, -0.13], [0.35, -0.15, 0.21], [-0.03, 0.16, -0.13], [0.29, -0.29, 0.15], [0.07, -0.10, -0.12], [-0.13, -0.15, 0.00], [-0.04, -0.11, 0.10], [0.04, 0.06, 0.12], [-0.06, 0.21, 0.20], [0.14, -0.02, 0.03], [-0.09, -0.13, -0.03], [0.19, 0.11, -0.15], [0.10, -0.15, -0.21], [0.09, 0.09, -0.14], [0.00, -0.06, -0.25], [-0.04, 0.05, 0.09], [-0.07, 0.03, 0.13], [0.24, -0.10, -0.11], [0.01, 0.10, 0.08], [0.27, 0.23, -0.07], [-0.09, 0.05, 0.16], [-0.05, -0.13, 0.05], [0.09, 0.10, -0.14], [-0.03, 0.28, 0.28], [0.05, 0.27, 0.12], [0.16, -0.13, -0.08], [-0.05, 0.08, -0.12], [-0.08, 0.05, 0.14], [-0.14, 0.10, -0.03], [0.06, -0.04, -0.03], [-0.08, -0.02, -0.09], [-0.10, 0.20, -0.16], [-0.02, -0.18, 0.17], [-0.14, -0.13, 0.25], [0.03, -0.10, -0.24], [0.12, 0.00, -0.24], [-0.28, 0.02, -0.04], [0.06, 0.02, -0.09], [0.04, 0.17, -0.18], [0.16, -0.14, 0.03], [-0.01, -0.15, 0.04], [0.07, -0.13, -0.05], [0.02, 0.28, 0.00], [0.12, 0.33, -0.05], [0.03, -0.30, -0.13], [-0.17, -0.16, -0.01], [0.04, 0.18, -0.05], [0.35, -0.08, 0.10], [-0.12, -0.04, -0.04], [0.04, 0.05, -0.05], [0.08, 0.02, 0.07], [-0.04, 0.00, -0.04], [-0.14, 0.02, -0.04], [-0.04, 0.03, 0.04], [0.02, -0.01, 0.01], [0.00, 0.02, -0.02], [-0.03, -0.06, 0.04], [-0.01, -0.15, -0.14], [0.06, -0.02, 0.19], [-0.35, 0.10, -0.09], [0.12, -0.04, -0.04], [-0.04, -0.05, 0.06], [-0.11, 0.08, 0.01], [0.04, -0.03, 0.00], [0.14, -0.04, 0.03], [0.04, 0.04, 0.03], [-0.02, 0.01, -0.01], [0.01, -0.01, 0.02], [0.03, 0.03, -0.07]],
  "e_lumo_ev": 0.2,
  "smiles": "CCCCN(CCF)[C@](CCCCCOC(C)=O)([C@@](CCO)(CCCI)OC(Cl)(Cl)CC(=O)Br)P(O)(O)=S.O=C1CCCO1.O=C1CCCO1",
  "energy_ha": -6726.96533,
  "orbital_gap_ev": 8.65
}